Record 1
Entry from the Open Molecules 2025 dataset: a single CH4N2OS2 molecule in a non-equilibrium geometry (ωB97M-V/def2-TZVPD).

Spin multiplicity: 1
Strongest force on any atom, eV/Å: 1.9
Electronic energy, hartree: -1021.6108
Structure (SMILES): O=C(NS)NS
Energy relative to the best compared isomer or geometry (same formula, charge and spin), kJ/mol: 44.1
HOMO energy, eV: -9.507

The geometry in XYZ format:
```
10
Properties=species:S:1:pos:R:3:forces:R:3:nbo_charge:R:1
O 0.196 -1.715 -1.683 -0.4 0.2 0.7 -0.59
C 0.031 -0.908 -0.792 0.7 1.0 0.3 0.78
N 0.803 -0.921 0.379 -0.5 0.4 -0.3 -0.80
S 0.439 -0.381 1.937 -1.0 -0.7 0.0 0.21
N -0.888 0.164 -0.887 -0.4 -0.5 -0.2 -0.82
S -0.523 1.836 -0.666 -0.3 -0.5 1.3 0.18
H 1.548 -1.573 0.400 0.5 -0.7 -0.5 0.41
H 1.155 0.715 1.974 0.5 0.8 -0.1 0.09
H -1.586 -0.068 -1.612 0.6 0.6 0.6 0.41
H -0.946 2.121 0.679 0.3 -0.8 -1.7 0.12
```
Forces are in eV/Å.

---

Record 2
Entry from the Open Molecules 2025 dataset: a molecular structure, C20H25N5O2S in a non-equilibrium geometry (ωB97M-V/def2-TZVPD).

Spin multiplicity: 1
Strongest force on any atom, eV/Å: 18.6
Electronic energy, hartree: -1598.9161
Energy relative to the best compared isomer or geometry (same formula, charge and spin), kJ/mol: 1839.1
HOMO energy, eV: -7.442

The geometry in XYZ format:
```
53
Properties=species:S:1:pos:R:3:forces:R:3:nbo_charge:R:1
C 5.385 4.881 -5.223 -5.2 2.6 -0.8 -0.67
C 6.022 3.969 -4.229 1.9 -1.6 -4.5 -0.09
O 5.226 3.606 -3.144 9.1 6.6 -0.2 -0.45
C 4.313 2.826 -3.181 -7.0 -4.0 -0.5 0.37
C 3.580 2.862 -1.928 -0.2 -3.8 -3.3 -0.25
C 2.682 1.802 -1.984 -0.7 -0.4 1.2 -0.07
C 2.462 0.993 -3.103 -5.3 -1.5 -2.2 0.10
C 2.888 1.239 -4.387 2.9 -1.5 -2.5 -0.16
C 3.975 2.135 -4.430 -3.6 -0.7 5.6 -0.33
H 4.561 2.170 -5.220 2.6 0.7 -3.5 0.21
H 2.694 0.485 -5.404 0.2 2.5 3.4 0.23
N 1.119 0.254 -3.050 7.2 10.7 13.3 -0.41
C 0.773 0.560 -1.485 -0.9 -5.8 -6.7 0.35
N -0.220 -0.266 -1.002 1.6 5.9 3.6 -0.38
C -0.356 0.362 0.291 0.7 -4.4 -2.0 0.24
N 0.620 1.119 0.896 -5.8 -1.0 3.2 -0.29
N 1.531 1.767 0.395 3.8 -0.5 -5.2 -0.06
C 1.741 1.362 -0.979 -0.8 2.4 2.8 0.01
S -1.725 -0.517 1.208 2.7 1.8 -0.2 0.27
C -1.225 0.179 2.850 3.8 -1.2 -2.0 -0.61
C -1.492 -0.681 3.937 5.4 -7.9 4.0 0.64
O -0.356 -1.251 4.495 -5.8 3.2 -1.7 -0.65
N -2.714 -1.324 4.144 6.8 1.6 1.8 -0.47
C -3.774 -1.068 3.424 -9.5 6.1 -2.2 -0.20
H -3.971 -0.045 2.597 1.7 -2.8 2.7 0.24
C -4.441 -2.236 2.760 3.9 -0.3 -2.2 -0.39
C -4.532 -3.258 3.846 0.0 -3.0 -13.1 -0.18
C -5.114 -4.698 2.855 13.5 -1.2 8.7 -0.53
H -5.032 -5.464 3.653 -1.0 0.1 -0.7 0.19
H -5.882 -4.503 2.460 -11.2 2.6 -5.3 0.15
H -4.310 -4.945 2.177 0.1 0.2 -0.4 0.19
C -3.372 -3.453 4.487 3.2 -7.8 4.2 -0.42
C -2.915 -2.329 5.195 3.8 3.8 3.5 -0.23
H -1.898 -2.319 5.807 -1.9 -0.7 -1.7 0.28
H -3.613 -1.918 5.946 -0.3 -0.1 -0.5 0.20
H -3.554 -4.504 5.138 0.7 2.8 -0.9 0.20
H -2.651 -3.784 3.825 2.0 -0.5 -1.4 0.22
H -5.234 -3.279 4.419 -8.6 1.1 6.4 0.18
H -5.287 -1.998 2.142 -0.6 0.2 0.3 0.23
H -3.522 -2.558 1.843 -2.7 0.3 2.7 0.17
H -4.601 -0.743 4.319 1.2 -0.4 -2.3 0.15
H -1.773 0.961 2.905 -4.2 5.5 0.4 0.21
H -0.177 0.682 2.866 -1.5 -1.9 -0.2 0.32
C 0.638 -0.656 -3.727 -6.7 -9.5 -4.6 -0.38
H 1.245 -1.416 -4.270 0.3 -0.1 1.1 0.18
H -0.364 -1.246 -3.129 3.2 1.5 -1.5 0.22
H 0.156 -0.208 -4.531 -1.7 0.5 -2.3 0.17
H 3.892 3.242 -0.985 0.3 0.9 0.1 0.24
H 6.888 4.547 -4.018 0.8 0.0 1.8 0.21
H 6.528 3.106 -4.986 -1.6 1.3 2.6 0.17
H 4.384 4.496 -5.668 1.7 0.0 0.6 0.22
H 5.926 5.234 -6.139 0.2 -0.5 1.3 0.24
H 4.876 5.831 -4.679 1.7 -1.7 -1.0 0.21
```
Forces are in eV/Å.

---

Record 3
Entry from the Open Molecules 2025 dataset: 8 unconnected molecules or ions with the total composition C30H48B3BrN10O4 in a non-equilibrium geometry (ωB97M-V/def2-TZVPD).

Spin multiplicity: 1
Strongest force on any atom, eV/Å: 1.1
Electronic energy, hartree: -4669.2710
Structure (SMILES): [H]/N=C(/N)NCCCCB1OB(Br)OB(COc2cc(C)ccc2C(C)C)O1.CC#N.CC#N.CC#N.CC#N.CC#N.CC#N.CC#N
HOMO energy, eV: -8.346

The geometry in XYZ format:
```
96
Properties=species:S:1:pos:R:3:forces:R:3:mulliken_charge:R:1
H -4.551 -3.280 1.582 0.0 0.0 0.0 0.27
N -3.965 -3.634 0.830 0.0 0.0 0.0 -0.74
C -3.831 -2.717 -0.033 -0.1 0.0 -0.1 0.44
N -2.992 -2.908 -1.139 -0.2 0.0 0.1 -0.42
N -4.499 -1.450 0.056 0.3 0.0 -0.2 -0.35
C -3.633 -0.298 -0.309 -0.2 -0.2 0.3 0.65
C -3.752 0.858 0.691 -0.5 -0.1 0.1 -0.87
C -3.931 2.232 0.038 0.4 -0.3 -0.1 -0.65
C -2.615 2.872 -0.463 -0.6 0.4 0.1 -0.67
B -1.541 3.115 0.632 -0.1 0.1 0.8 0.42
O -1.072 4.403 0.949 0.2 -0.3 -1.0 -0.49
B 0.299 4.442 0.796 0.0 0.4 0.7 0.51
Br 1.083 5.950 -0.095 0.1 0.0 0.2 -0.28
O 1.080 3.395 1.210 0.0 -0.2 -0.8 -0.13
B 0.481 2.137 1.105 0.0 0.2 0.8 -0.09
C 1.254 0.866 0.636 0.2 0.1 0.4 -0.54
O 2.591 0.861 1.121 -0.1 0.0 0.2 -0.60
C 3.228 -0.356 0.933 0.0 0.2 -0.3 0.25
C 2.838 -1.417 1.735 0.0 -0.2 0.1 -0.40
C 3.389 -2.678 1.593 0.1 0.0 0.0 0.85
C 2.911 -3.831 2.428 -0.2 0.2 0.0 -1.54
C 4.377 -2.836 0.623 0.0 -0.1 0.0 -0.92
C 4.778 -1.769 -0.155 0.1 -0.1 0.0 -0.86
C 4.217 -0.496 -0.037 0.0 0.1 0.1 0.16
C 4.718 0.575 -0.989 0.0 0.1 -0.1 1.29
C 4.330 0.216 -2.435 0.5 -0.2 0.1 -1.51
C 4.329 2.025 -0.701 -0.2 -0.1 -0.1 -1.67
O -0.894 2.085 1.310 0.2 -0.2 -1.0 -0.06
H -3.102 -2.192 -1.844 0.3 0.1 0.0 0.27
H -2.023 -2.997 -0.866 0.0 -0.1 -0.1 0.22
H -5.330 -1.462 -0.522 -0.1 0.0 0.2 0.25
H -2.612 -0.675 -0.324 0.1 0.2 -0.2 0.13
H -3.891 0.033 -1.313 0.2 0.2 0.0 -0.37
H -4.625 0.661 1.317 0.0 0.0 0.0 0.40
H -2.891 0.844 1.357 0.0 0.1 0.1 0.18
H -4.582 2.120 -0.833 -0.2 0.0 0.1 0.35
H -4.442 2.900 0.734 0.1 0.1 0.0 0.31
H -2.857 3.834 -0.924 0.0 0.0 0.0 0.31
H -2.200 2.252 -1.266 0.1 -0.1 0.1 0.41
H 0.720 -0.040 0.932 0.0 0.0 -0.2 0.32
H 1.267 0.905 -0.467 -0.1 -0.2 0.0 0.21
H 2.072 -1.259 2.487 0.0 0.1 0.0 0.46
H 2.301 -4.509 1.829 0.1 -0.1 0.0 0.31
H 2.276 -3.465 3.236 0.1 -0.1 0.1 0.34
H 3.720 -4.410 2.868 0.0 0.0 0.0 0.39
H 4.835 -3.806 0.468 0.0 0.0 0.0 0.43
H 5.552 -1.934 -0.895 0.0 0.1 0.0 0.39
H 5.811 0.530 -0.955 0.0 0.0 0.1 0.38
H 4.971 -0.588 -2.801 -0.1 -0.1 0.0 0.37
H 3.297 -0.127 -2.505 -0.1 0.2 0.0 0.29
H 4.519 1.066 -3.090 -0.2 0.0 0.0 0.49
H 4.939 2.672 -1.335 0.1 0.0 0.0 0.43
H 3.287 2.207 -0.980 0.0 0.0 0.1 0.12
H 4.442 2.311 0.341 0.1 0.0 0.0 0.40
C -0.408 -6.248 3.878 0.0 0.0 0.0 -0.83
C 1.042 -6.376 3.947 -0.2 0.0 0.0 0.42
N 2.183 -6.465 4.002 0.2 -0.1 0.1 -0.41
H -0.876 -7.000 4.510 0.0 0.0 0.0 0.33
H -0.708 -5.259 4.218 0.0 0.0 0.0 0.26
H -0.744 -6.386 2.852 0.0 0.0 0.0 0.25
C -4.152 5.496 2.607 0.1 0.0 -0.2 -0.23
C -5.053 6.392 1.894 0.1 -0.1 0.1 0.17
N -5.765 7.093 1.334 -0.1 0.1 -0.1 -0.44
H -3.735 5.986 3.482 -0.1 0.0 0.0 0.36
H -4.693 4.607 2.928 0.0 0.0 0.1 0.29
H -3.333 5.205 1.949 0.0 0.0 0.0 -0.12
C -1.870 -5.956 -2.228 0.0 0.0 0.0 -0.38
C -0.446 -6.251 -2.323 -0.2 0.1 0.0 0.30
N 0.679 -6.456 -2.393 0.2 0.0 0.0 -0.42
H -2.277 -5.793 -3.225 0.0 0.0 0.0 0.27
H -2.398 -6.786 -1.761 0.0 0.0 0.0 0.32
H -2.024 -5.058 -1.635 -0.1 -0.1 0.0 -0.06
C 8.208 3.968 -2.554 0.0 0.0 0.0 -0.90
C 7.724 2.630 -2.866 0.0 0.2 0.0 0.41
N 7.338 1.580 -3.111 -0.1 -0.2 -0.1 -0.37
H 7.451 4.705 -2.815 0.0 0.0 0.0 0.27
H 8.425 4.043 -1.490 0.0 0.0 0.0 0.27
H 9.116 4.174 -3.118 0.0 0.0 0.0 0.34
C -1.142 3.652 4.981 0.0 0.0 0.0 -0.20
C -2.264 4.530 5.288 0.2 -0.1 0.1 0.35
N -3.143 5.226 5.528 -0.1 0.0 0.2 -0.47
H -0.212 4.120 5.297 0.0 0.0 0.0 0.33
H -1.261 2.705 5.505 0.0 0.0 0.0 0.31
H -1.099 3.462 3.909 0.0 0.0 0.0 -0.28
C -5.583 0.913 -4.392 0.0 0.0 0.0 -0.96
C -4.379 0.202 -3.982 -0.1 0.1 -0.1 0.48
N -3.426 -0.346 -3.661 0.2 -0.2 0.0 -0.42
H -6.381 0.735 -3.672 0.0 0.0 0.0 0.28
H -5.381 1.981 -4.442 0.0 0.0 0.0 0.28
H -5.902 0.563 -5.371 0.0 0.0 0.0 0.35
C 0.538 -2.248 -3.731 0.0 0.0 -0.1 -1.08
C 0.136 -1.913 -2.374 0.1 -0.1 -0.2 0.41
N -0.178 -1.663 -1.301 -0.1 0.1 0.3 -0.36
H 1.428 -2.874 -3.706 0.0 0.0 0.0 0.36
H -0.265 -2.789 -4.228 0.0 0.0 0.0 0.33
H 0.750 -1.336 -4.286 0.0 0.0 0.0 0.33
```
Forces are in eV/Å.

---

Record 4
Entry from the Open Molecules 2025 dataset: a single C4H5N3O molecule in a non-equilibrium geometry (ωB97M-V/def2-TZVPD).

Spin multiplicity: 1
Strongest force on any atom, eV/Å: 4.2
Electronic energy, hartree: -394.7455
Structure (SMILES): C1=C2N=NC[C@H]2ON1
Energy relative to the best compared isomer or geometry (same formula, charge and spin), kJ/mol: 583.1
HOMO energy, eV: -8.907

The geometry in XYZ format:
```
13
Properties=species:S:1:pos:R:3:forces:R:3:nbo_charge:R:1
C 1.045 1.382 -0.037 -1.0 -0.6 -0.2 -0.02
C -0.133 0.857 0.398 1.6 1.1 -0.9 -0.03
N -1.426 1.331 -0.114 1.5 -0.2 1.8 -0.11
N -2.089 0.339 -0.375 -0.2 -1.0 -0.9 -0.11
C -1.327 -0.928 -0.160 -2.6 -3.3 0.0 -0.35
C 0.000 -0.684 0.521 -0.2 1.0 -0.7 0.00
O 1.138 -1.003 -0.355 -0.7 1.9 1.1 -0.37
N 1.892 0.245 -0.379 -0.3 1.7 -0.4 -0.32
H 1.183 2.515 -0.314 0.3 -2.7 0.3 0.25
H -2.144 -1.667 0.263 1.9 1.4 -0.2 0.23
H -1.116 -1.423 -1.135 -0.2 0.7 0.3 0.25
H 0.250 -1.111 1.518 -0.7 0.4 -0.5 0.21
H 2.725 0.146 0.169 0.5 -0.3 0.4 0.36
```
Forces are in eV/Å.

---

Record 5
Entry from the Open Molecules 2025 dataset: a gas-phase ion, C4H9N4O (charge +1) in a non-equilibrium geometry (ωB97M-V/def2-TZVPD).

Spin multiplicity: 1
Strongest force on any atom, eV/Å: 5.7
Electronic energy, hartree: -451.7120
Total charge: +1
Structure (SMILES): NN1C[C@]12NC(=O)C[NH2+]2
Energy relative to the best compared isomer or geometry (same formula, charge and spin), kJ/mol: 377.5
HOMO energy, eV: -13.408

The geometry in XYZ format:
```
18
Properties=species:S:1:pos:R:3:forces:R:3:nbo_charge:R:1
N 2.290 -0.209 -0.401 0.2 -1.9 3.1 -0.66
N 1.264 0.669 0.033 0.6 1.0 1.0 -0.26
C 0.982 0.765 1.500 -1.6 4.1 -1.2 -0.25
C 0.039 0.209 0.564 0.2 -5.7 -0.2 0.35
N -0.454 -1.295 0.438 -0.2 5.1 -2.0 -0.64
C -1.260 -1.384 -0.737 2.1 -0.4 2.3 0.65
O -1.722 -2.412 -1.080 -0.9 -0.5 -1.2 -0.48
C -1.426 0.039 -1.248 -0.4 -0.8 1.4 -0.31
N -1.118 0.812 0.007 -4.0 0.3 -0.3 -0.50
H 3.080 -0.438 0.331 -2.3 1.0 -1.8 0.38
H 2.648 0.197 -1.205 1.2 0.8 -1.5 0.38
H 0.737 1.819 1.899 0.8 -1.7 -0.6 0.23
H 1.507 0.143 2.115 1.2 -1.7 1.6 0.23
H -0.255 -2.086 0.981 0.6 -0.9 0.9 0.44
H -0.738 0.459 -1.914 1.2 -0.3 -1.5 0.25
H -2.418 0.242 -1.567 -0.9 0.1 -0.3 0.26
H -1.198 1.739 -0.342 1.3 1.7 0.4 0.46
H -1.956 0.732 0.626 0.9 -0.2 0.0 0.45
```
Forces are in eV/Å.

---

Record 6
Entry from the Open Molecules 2025 dataset: a molecular structure, C18H42MnNO2P2Si2 in a non-equilibrium geometry (ωB97M-V/def2-TZVPD).

Spin multiplicity: 6
Strongest force on any atom, eV/Å: 2.8
Electronic energy, hartree: -3328.8372
⟨S²⟩: 8.76
Total charge: +1
Energy relative to the best compared isomer or geometry (same formula, charge and spin), kJ/mol: 46.4
HOMO energy (spin up / spin down), eV: -8.885 / -10.751

The geometry in XYZ format:
```
68
Properties=species:S:1:pos:R:3:forces:R:3:lowdin_spin:R:1
Mn -0.099 -0.184 -0.319 0.5 -0.3 0.8 4.47
P 2.203 -1.101 -0.333 0.1 -0.1 -0.7 0.08
C 2.332 -0.927 -2.145 0.6 0.1 -0.7 0.01
C 1.132 -1.578 -2.768 -0.1 -0.2 0.6 0.01
N -0.056 -1.263 -2.184 -0.1 -0.4 -1.3 0.04
C -1.199 -1.812 -2.656 0.4 -0.4 0.2 0.01
C -1.175 -2.790 -3.637 -0.3 0.1 -0.3 0.00
C 0.031 -3.132 -4.235 0.3 0.1 0.3 0.01
C 1.203 -2.527 -3.781 0.1 0.0 -0.3 0.00
C -2.499 -1.395 -2.007 -0.3 0.1 0.3 0.01
P -2.298 0.250 -1.191 -0.7 0.0 -0.8 0.07
H 2.183 -2.793 -4.190 -0.4 0.1 0.1 0.00
H -2.112 -3.261 -3.929 0.2 0.1 -0.1 0.00
H 0.070 -3.875 -5.027 0.0 0.1 0.2 0.00
H -3.306 -1.310 -2.757 0.3 -0.3 0.3 0.00
H -2.812 -2.125 -1.233 0.2 0.2 -0.4 0.00
H 2.397 0.216 -2.405 -0.1 -2.0 0.5 0.00
H 3.260 -1.396 -2.492 -0.1 0.0 -0.3 0.00
H 1.487 2.119 -2.528 2.0 -0.4 0.0 0.00
O 2.477 1.806 -2.543 -0.8 1.6 -0.8 0.00
H 2.935 2.329 -3.229 -0.3 -0.4 0.5 0.00
H -0.196 1.769 -1.346 0.6 2.3 -1.6 0.02
O 0.116 2.479 -2.031 -1.4 -0.9 1.7 0.03
H 0.074 3.346 -1.579 0.1 -0.6 0.0 0.00
C -2.577 1.344 -2.620 -0.2 0.2 -0.1 0.01
H -3.498 1.067 -3.153 0.2 0.1 0.2 0.00
H -2.645 2.378 -2.258 0.0 -0.2 -0.3 0.00
H -1.727 1.275 -3.313 -0.3 0.0 0.3 0.00
C -3.725 0.414 -0.100 -0.5 0.1 -0.1 0.01
H -3.614 1.333 0.492 -0.1 -0.3 -0.1 0.00
H -4.642 0.470 -0.703 0.1 0.0 0.3 0.00
H -3.783 -0.447 0.580 0.0 0.3 -0.2 0.00
C 2.307 -2.874 0.070 0.4 -0.3 0.0 0.01
H 3.329 -3.241 -0.105 -0.3 -0.1 0.0 0.00
H 2.059 -3.030 1.132 0.1 0.1 -0.3 0.00
H 1.598 -3.460 -0.532 0.2 0.2 0.1 0.00
C 3.755 -0.379 0.244 0.3 0.0 0.2 0.02
H 3.717 -0.226 1.329 0.1 0.0 -0.2 0.00
H 4.585 -1.059 0.007 -0.1 0.2 0.1 0.00
H 3.914 0.585 -0.253 -0.1 -0.2 0.1 0.00
C -2.216 0.074 3.316 -0.2 -0.2 0.0 0.00
Si -0.645 -0.731 2.668 0.7 0.7 0.7 0.03
C 0.383 -1.145 4.205 -0.2 -0.2 -0.1 0.00
C -1.125 -2.366 1.853 0.0 -0.2 0.0 0.02
C 0.379 0.350 1.540 -0.1 1.0 1.2 0.07
Si 0.400 2.224 1.775 0.4 -1.3 0.9 0.03
C 0.793 2.619 3.583 0.0 0.4 -0.1 0.01
C 1.857 2.911 0.784 -0.1 0.3 -0.2 0.00
C -1.249 3.051 1.401 -0.1 0.3 -0.2 0.00
H -2.661 -0.624 4.042 0.0 0.2 -0.2 0.00
H -2.960 0.259 2.529 0.1 0.0 0.3 0.00
H -2.024 1.017 3.846 0.0 -0.2 -0.2 0.00
H -0.226 -1.768 4.877 0.2 0.1 -0.1 0.00
H 1.291 -1.712 3.952 -0.2 0.1 0.1 0.00
H 0.686 -0.245 4.759 -0.1 -0.2 -0.2 0.00
H -1.827 -2.241 1.014 0.1 -0.1 0.1 0.00
H -0.253 -2.935 1.496 -0.2 0.2 0.1 0.00
H -1.631 -2.983 2.612 0.1 0.1 -0.3 0.00
H 1.435 0.061 1.739 -0.6 0.2 0.1 0.01
H 1.820 2.320 3.839 -0.3 0.0 -0.1 0.00
H 0.721 3.708 3.729 0.1 -0.2 0.1 0.00
H 0.111 2.142 4.301 0.1 0.1 -0.2 0.00
H 2.096 2.448 -0.188 -0.2 0.1 0.4 0.00
H 1.676 3.983 0.607 0.3 -0.1 0.0 0.00
H 2.760 2.830 1.411 -0.3 0.1 -0.2 0.00
H -1.695 2.832 0.419 0.1 0.0 0.1 0.00
H -1.996 2.785 2.161 0.2 0.0 -0.1 0.00
H -1.096 4.139 1.460 -0.2 -0.2 0.0 0.00
```
Forces are in eV/Å.

---

Record 7
Entry from the Open Molecules 2025 dataset: a molecular structure, C3HCdO3 in a non-equilibrium geometry (ωB97M-V/def2-TZVPD).

Spin multiplicity: 1
Strongest force on any atom, eV/Å: 3.3
Electronic energy, hartree: -508.2408
Total charge: -1
HOMO energy (spin up / spin down), eV: -3.171 / -3.173

The geometry in XYZ format:
```
8
Properties=species:S:1:pos:R:3:forces:R:3:nbo_charge:R:1
O 0.852 -0.343 0.615 -1.6 -0.6 -0.6 -0.48
C 1.434 -0.123 -0.638 1.3 -0.1 -0.7 -0.22
H 2.441 -0.510 -0.768 -0.2 0.5 0.3 0.18
C 0.571 0.133 -1.632 -1.6 -0.7 -1.3 0.10
O -0.703 0.115 -1.380 2.3 0.0 2.3 -0.50
C -0.487 -0.199 0.486 0.4 2.1 0.6 0.73
O -1.057 0.432 1.384 2.2 -1.3 -1.3 -0.85
Cd -3.052 0.493 1.931 -2.8 0.1 0.8 0.03
```
Forces are in eV/Å.